(1)
{
  "formula": "C29H37CaN7O6S2Si2",
  "method": "ωB97M-V with the def2-TZVPD basis set",
  "e_lumo_ev": [4.2, 3.5],
  "orbital_gap_ev": [6.39, 2.64],
  "multiplicity": 1,
  "largest_force_ev_per_a": 2.8,
  "charge": -2,
  "symbols": ["Ca", "O", "S", "O", "O", "C", "C", "C", "C", "C", "C", "S", "O", "O", "O", "H", "H", "H", "H", "C", "Si", "C", "C", "N", "C", "C", "C", "C", "C", "C", "N", "Si", "C", "C", "C", "H", "H", "H", "H", "H", "H", "H", "H", "H", "H", "H", "H", "H", "H", "H", "H", "H", "H", "H", "H", "H", "H", "C", "C", "N", "C", "C", "N", "C", "N", "N", "N", "C", "C", "C", "C", "C", "C", "H", "H", "H", "H", "H", "H", "H", "H", "H", "H", "H"],
  "coordinates": [[-0.128, -0.704, -1.110], [-3.185, -2.350, 1.319], [-2.203, -2.238, 0.282], [-2.276, -1.021, -0.590], [-0.773, -2.423, 0.664], [-2.745, -3.520, -0.827], [-3.910, -4.283, -0.445], [-4.701, -4.815, -1.425], [-4.315, -4.725, -2.768], [-3.107, -4.192, -3.177], [-2.258, -3.715, -2.162], [-0.604, -3.096, -2.949], [-0.485, -3.997, -4.070], [-0.915, -1.676, -3.226], [0.490, -3.146, -1.955], [-4.103, -4.270, 0.652], [-5.530, -5.515, -1.180], [-4.959, -5.132, -3.595], [-2.757, -4.175, -4.194], [-0.096, 0.340, -5.777], [-0.329, 1.207, -4.050], [-2.107, 1.264, -3.370], [-0.032, 3.042, -4.118], [0.730, 0.549, -2.851], [2.035, 0.738, -2.940], [2.699, 1.301, -4.046], [4.036, 1.014, -4.319], [4.765, 0.165, -3.497], [4.234, -0.255, -2.279], [2.881, -0.003, -1.877], [2.248, -0.556, -0.842], [2.991, -1.324, 0.620], [1.958, -1.138, 2.167], [4.638, -0.376, 0.957], [2.971, -3.137, 0.193], [-0.429, -0.698, -5.649], [0.933, 0.412, -6.155], [-0.772, 0.872, -6.444], [-2.882, 1.572, -4.067], [-2.132, 2.092, -2.611], [-2.340, 0.386, -2.806], [0.052, 3.402, -5.124], [0.905, 3.401, -3.613], [-0.892, 3.566, -3.583], [2.037, 1.796, -4.789], [4.611, 1.523, -5.093], [5.727, -0.223, -3.771], [4.901, -0.664, -1.521], [1.314, -2.027, 2.302], [1.312, -0.261, 2.166], [2.598, -1.164, 3.040], [4.598, 0.498, 0.272], [5.503, -1.023, 0.687], [4.685, -0.067, 2.010], [3.072, -3.663, 1.209], [3.884, -3.390, -0.431], [2.043, -3.367, -0.342], [-2.586, 1.540, 1.506], [-1.183, 1.988, 1.369], [-0.304, 1.501, 0.482], [0.897, 2.154, 0.742], [0.795, 2.972, 1.839], [-0.600, 2.911, 2.201], [-1.279, 3.661, 3.348], [-0.664, 3.343, 4.630], [0.644, 3.808, 4.832], [1.116, 3.375, 5.959], [0.151, 2.544, 6.527], [0.141, 1.669, 7.659], [-0.982, 0.942, 7.936], [-2.054, 0.948, 7.030], [-2.092, 1.770, 5.894], [-0.989, 2.563, 5.697], [-3.009, 1.294, 0.536], [-3.219, 2.329, 2.036], [-2.660, 0.526, 2.003], [1.730, 1.925, 0.125], [1.566, 3.291, 2.546], [-2.319, 3.283, 3.397], [-1.230, 4.733, 3.132], [1.101, 1.585, 8.200], [-1.012, 0.291, 8.846], [-2.864, 0.287, 7.294], [-2.981, 1.953, 5.335]],
  "forces_ev_per_angstrom": [[0.7, 0.1, 0.3], [0.0, 0.7, 0.7], [1.6, -0.1, -0.6], [-1.0, -0.9, 1.1], [-1.6, 0.2, -0.4], [-0.3, -1.8, -1.9], [1.6, 2.0, 0.8], [-0.4, -1.8, -0.5], [-0.9, -0.4, -1.5], [0.2, -0.3, 1.9], [0.7, 1.6, 0.1], [-0.9, 0.0, 1.8], [0.3, 0.5, -0.1], [-0.1, -0.9, -0.4], [-1.1, -0.1, -0.7], [-0.3, -0.2, -1.2], [0.4, 0.9, -0.1], [0.4, 0.3, 1.1], [-0.1, -0.1, -0.1], [-0.4, 0.5, 1.2], [-0.3, -0.3, -0.2], [0.7, 1.0, 0.8], [0.2, 1.6, 1.3], [0.3, 1.1, -0.2], [0.1, -2.3, 1.2], [0.4, 0.4, -1.1], [-0.6, 0.8, -0.3], [-0.6, -0.6, 1.9], [0.4, 0.6, 0.2], [-1.0, -0.2, -0.8], [1.1, 0.7, 0.6], [-0.3, 1.1, -1.3], [-0.7, -0.8, -0.3], [-0.3, -0.7, -0.5], [1.9, -0.6, 1.0], [0.2, 0.2, -0.2], [-0.3, -0.2, 0.2], [-0.1, -0.1, -0.3], [-0.1, -0.5, -0.3], [0.3, -0.6, -0.5], [-0.7, -0.8, 0.0], [-0.2, 0.5, -0.8], [-0.8, -0.5, -0.3], [1.1, -0.5, -0.9], [1.0, -0.1, 0.6], [-0.6, -0.2, -0.4], [0.5, 0.3, -0.1], [-0.2, -0.5, -0.5], [0.0, 0.4, -0.3], [0.1, 0.1, 0.2], [0.3, 0.4, 0.3], [0.3, -0.4, 0.6], [-0.3, 0.6, 0.3], [0.1, 0.0, -0.4], [-0.3, 0.3, -1.5], [-1.1, 0.1, 0.6], [0.2, -0.1, 0.3], [-1.2, -0.4, 0.7], [1.2, 0.1, -0.1], [-0.5, 0.9, 0.4], [-1.2, -0.1, 1.0], [-1.3, -0.7, 0.0], [0.9, -0.1, 0.3], [0.7, -1.9, 0.5], [0.7, 1.0, -0.4], [0.4, 1.8, -1.9], [-1.4, -1.9, 1.6], [0.6, 0.5, -0.5], [2.3, 1.4, 0.0], [-0.9, -1.1, -0.1], [-0.2, -0.6, 1.6], [0.1, 0.3, 0.6], [-0.3, -0.7, -0.8], [0.0, 0.4, -0.2], [0.7, -1.4, -0.8], [0.2, 1.3, 0.1], [0.7, -0.1, -0.1], [-0.6, 0.5, -0.4], [0.6, 0.5, -0.1], [0.1, -0.3, 0.1], [-0.8, 0.0, 0.0], [0.0, 0.5, -1.0], [-0.4, 0.0, -0.2], [-0.5, -0.4, -0.5]],
  "lowdin_charge": [1.31, -0.31, 0.48, -0.48, -0.39, -0.21, -0.07, -0.12, -0.11, -0.08, -0.15, 0.50, -0.33, -0.45, -0.39, 0.12, 0.11, 0.11, 0.10, -0.15, 0.43, -0.16, -0.20, -0.15, -0.31, -0.09, -0.12, -0.13, -0.06, -0.30, -0.12, 0.44, -0.17, -0.18, -0.18, 0.02, 0.02, 0.01, 0.02, 0.04, -0.02, 0.00, 0.04, 0.04, 0.07, 0.09, 0.08, 0.07, 0.03, 0.02, 0.02, 0.02, 0.02, 0.02, 0.05, 0.04, 0.00, -0.01, -0.36, 0.05, -0.16, -0.04, 0.01, -0.05, -0.08, -0.09, -0.02, -0.26, -0.11, -0.19, -0.17, -0.09, -0.24, 0.06, 0.09, 0.10, 0.07, 0.09, 0.10, 0.12, 0.08, 0.09, 0.06, 0.07]
}



(2)
{
  "formula": "C29H37ClFN3O7SSiSn",
  "method": "ωB97M-V with the def2-TZVPD basis set",
  "e_lumo_ev": 0.6,
  "orbital_gap_ev": 7.98,
  "multiplicity": 1,
  "largest_force_ev_per_a": 0.8,
  "charge": 0,
  "symbols": ["Sn", "C", "C", "O", "C", "C", "O", "C", "C", "O", "C", "C", "O", "H", "H", "H", "H", "H", "H", "H", "H", "H", "H", "H", "H", "H", "H", "H", "H", "C", "Si", "C", "C", "N", "C", "C", "C", "C", "C", "C", "F", "H", "H", "H", "H", "H", "H", "H", "H", "H", "H", "H", "H", "H", "O", "C", "N", "S", "O", "O", "C", "C", "C", "C", "C", "C", "H", "H", "H", "H", "Cl", "C", "C", "C", "C", "N", "C", "H", "H", "H", "H"],
  "coordinates": [[-0.110, 0.350, 0.136], [3.321, -1.656, -0.511], [2.348, -1.469, -1.666], [1.817, -0.154, -1.819], [2.691, 0.848, -2.316], [3.605, 1.497, -1.279], [2.912, 1.668, -0.069], [3.724, 2.203, 0.955], [2.945, 2.156, 2.255], [2.399, 0.882, 2.549], [3.300, -0.164, 2.856], [3.814, -0.948, 1.648], [2.794, -1.146, 0.692], [4.263, -1.144, -0.736], [3.543, -2.727, -0.420], [1.475, -2.108, -1.514], [2.857, -1.778, -2.583], [2.032, 1.606, -2.740], [3.322, 0.441, -3.113], [3.945, 2.463, -1.678], [4.499, 0.887, -1.102], [4.003, 3.241, 0.734], [4.651, 1.623, 1.036], [2.081, 2.813, 2.168], [3.585, 2.503, 3.075], [2.741, -0.839, 3.498], [4.164, 0.218, 3.412], [4.205, -1.909, 2.007], [4.650, -0.421, 1.174], [-1.126, 4.112, -2.569], [-0.829, 3.908, -0.711], [-1.713, 5.269, 0.255], [0.974, 4.395, -0.503], [-1.260, 2.354, -0.090], [-2.616, 2.068, 0.026], [-3.681, 2.717, -0.635], [-5.007, 2.364, -0.435], [-5.356, 1.333, 0.427], [-4.341, 0.663, 1.098], [-3.044, 1.051, 0.885], [-2.055, 0.386, 1.583], [-1.470, 5.125, -2.806], [-1.870, 3.408, -2.950], [-0.197, 3.944, -3.125], [-1.646, 6.229, -0.268], [-1.228, 5.389, 1.229], [-2.770, 5.059, 0.433], [1.088, 5.387, -0.957], [1.659, 3.713, -1.012], [1.263, 4.480, 0.548], [-3.456, 3.511, -1.337], [-5.782, 2.903, -0.969], [-6.389, 1.047, 0.569], [-4.552, -0.151, 1.781], [-1.252, -0.559, -1.773], [-1.509, -1.711, -1.323], [-1.385, -1.916, -0.016], [-1.437, -3.441, 0.581], [-0.259, -4.146, 0.074], [-2.727, -4.053, -0.331], [-2.585, -3.915, -1.690], [-3.101, -4.895, -2.523], [-2.957, -4.769, -3.894], [-2.294, -3.673, -4.443], [-1.806, -2.685, -3.609], [-1.955, -2.792, -2.228], [-3.606, -5.743, -2.075], [-3.359, -5.536, -4.544], [-2.163, -3.597, -5.514], [-1.301, -1.809, -3.998], [1.671, -5.371, 3.592], [0.592, -4.019, 3.557], [-0.450, -3.925, 4.462], [-1.274, -2.813, 4.400], [-1.017, -1.845, 3.444], [-0.016, -1.946, 2.566], [0.774, -3.018, 2.618], [-0.604, -4.703, 5.199], [-2.101, -2.701, 5.090], [-1.623, -0.948, 3.371], [1.573, -3.071, 1.888]],
  "forces_ev_per_angstrom": [[0.1, 0.3, -0.3], [0.0, 0.2, -0.1], [-0.3, 0.1, 0.3], [0.4, -0.1, 0.0], [-0.1, 0.0, 0.1], [0.0, -0.2, 0.1], [0.0, 0.2, -0.1], [-0.1, -0.1, 0.0], [-0.1, -0.4, -0.1], [0.1, 0.1, 0.0], [-0.3, 0.1, -0.3], [0.0, 0.2, 0.0], [0.0, -0.2, 0.1], [0.1, 0.0, 0.0], [0.0, -0.1, 0.0], [0.0, 0.0, 0.0], [0.0, 0.0, -0.1], [0.0, 0.0, 0.0], [0.0, 0.0, -0.1], [0.0, 0.0, 0.0], [0.0, 0.0, 0.0], [0.0, 0.1, 0.0], [0.1, 0.0, 0.0], [0.0, 0.1, 0.1], [0.0, 0.1, 0.0], [-0.1, -0.1, 0.1], [0.0, -0.1, 0.1], [0.0, 0.0, 0.0], [0.0, 0.0, 0.0], [-0.2, -0.1, 0.0], [0.2, 0.7, -0.1], [-0.2, -0.1, 0.0], [0.1, -0.3, 0.0], [0.0, -0.8, -0.1], [-0.1, 0.1, 0.0], [0.1, 0.0, -0.1], [0.0, 0.0, 0.0], [0.1, 0.1, -0.1], [-0.1, -0.1, 0.1], [-0.3, 0.2, -0.1], [0.0, 0.0, 0.2], [0.0, -0.1, 0.0], [0.1, 0.1, 0.0], [-0.1, 0.0, 0.1], [0.0, -0.1, 0.0], [0.0, 0.0, 0.0], [0.1, 0.0, 0.0], [-0.1, -0.1, 0.0], [0.0, 0.0, 0.1], [0.0, -0.1, 0.0], [0.0, 0.0, 0.1], [0.1, 0.0, 0.0], [0.0, 0.0, 0.0], [0.1, 0.0, 0.0], [0.3, 0.3, 0.3], [-0.1, -0.1, 0.0], [-0.2, 0.0, -0.1], [-0.1, -0.2, -0.6], [0.0, 0.0, 0.2], [0.1, 0.1, -0.2], [0.1, 0.2, 0.1], [-0.1, -0.1, 0.1], [0.1, 0.1, 0.0], [0.0, -0.1, 0.0], [0.0, 0.1, 0.0], [-0.1, 0.1, 0.1], [0.1, 0.0, -0.1], [0.0, 0.0, 0.0], [0.0, 0.0, 0.0], [-0.1, 0.0, 0.0], [0.0, 0.0, 0.0], [-0.1, 0.0, 0.1], [0.0, -0.1, 0.0], [0.0, 0.0, 0.1], [0.2, 0.0, -0.1], [0.2, 0.1, 0.4], [0.0, 0.3, 0.1], [0.0, 0.0, 0.0], [0.0, 0.0, 0.0], [0.0, -0.1, 0.0], [0.0, 0.0, 0.0]],
  "lowdin_charge": [1.55, -0.19, -0.15, -0.25, -0.15, -0.20, -0.19, -0.19, -0.17, -0.16, -0.16, -0.19, -0.18, 0.11, 0.14, 0.12, 0.13, 0.13, 0.13, 0.13, 0.11, 0.13, 0.12, 0.12, 0.13, 0.12, 0.13, 0.13, 0.11, -0.17, 0.38, -0.17, -0.17, -0.21, -0.35, -0.05, -0.09, -0.10, -0.02, -0.24, -0.09, 0.03, 0.02, 0.02, 0.03, 0.03, 0.02, 0.04, 0.01, 0.02, 0.09, 0.10, 0.10, 0.12, -0.11, -0.55, -0.21, 0.93, -0.41, -0.23, -0.28, 0.00, -0.07, -0.08, -0.01, -0.09, 0.12, 0.10, 0.10, 0.12, 0.68, -0.65, -0.09, -0.05, -0.15, 0.03, -0.22, 0.11, 0.11, 0.10, 0.10]
}



(3)
{
  "formula": "C29H37N2RhS3Si",
  "method": "ωB97M-V with the def2-TZVPD basis set",
  "e_lumo_ev": 0.3,
  "orbital_gap_ev": 7.85,
  "multiplicity": 1,
  "largest_force_ev_per_a": 1.4,
  "charge": 0,
  "symbols": ["Rh", "C", "C", "C", "C", "C", "C", "N", "N", "Si", "C", "C", "C", "H", "H", "H", "H", "H", "H", "H", "H", "H", "H", "H", "H", "H", "H", "H", "C", "C", "S", "C", "C", "S", "C", "C", "S", "H", "H", "H", "H", "H", "H", "H", "H", "H", "H", "H", "H", "C", "C", "C", "C", "C", "C", "C", "C", "H", "H", "H", "H", "H", "C", "C", "C", "C", "C", "C", "H", "H", "H", "H", "H"],
  "coordinates": [[-0.127, 0.195, -0.650], [1.535, -2.365, -2.687], [0.949, -1.147, -3.320], [1.173, -0.807, -4.640], [0.613, 0.361, -5.176], [-0.187, 1.179, -4.412], [-0.421, 0.749, -3.093], [0.139, -0.371, -2.576], [-1.127, 1.409, -2.156], [-2.252, 2.703, -2.234], [-3.579, 2.312, -0.966], [-3.113, 2.817, -3.899], [-1.424, 4.343, -1.861], [2.060, -2.964, -3.428], [0.750, -2.960, -2.220], [2.233, -2.083, -1.900], [1.795, -1.449, -5.247], [0.833, 0.623, -6.204], [-0.602, 2.106, -4.771], [-3.162, 1.783, -0.108], [-4.314, 1.637, -1.411], [-4.112, 3.198, -0.611], [-3.363, 1.824, -4.278], [-2.512, 3.325, -4.655], [-4.044, 3.379, -3.793], [-0.929, 4.326, -0.887], [-2.142, 5.167, -1.866], [-0.661, 4.560, -2.613], [-2.032, 2.056, 3.074], [-1.365, 2.859, 1.960], [0.027, 2.157, 1.049], [1.315, 2.093, 2.326], [1.230, 1.094, 3.489], [1.050, -0.610, 2.933], [-0.323, -1.326, 3.867], [-1.559, -0.480, 4.140], [-2.348, 0.310, 2.704], [-2.975, 2.552, 3.311], [-1.424, 2.097, 3.974], [-1.017, 3.811, 2.369], [-2.085, 3.101, 1.181], [1.352, 3.103, 2.744], [2.238, 1.943, 1.764], [0.424, 1.356, 4.170], [2.160, 1.195, 4.052], [0.030, -1.719, 4.823], [-0.590, -2.178, 3.238], [-1.345, 0.302, 4.868], [-2.306, -1.126, 4.604], [-0.177, -1.621, 0.176], [-0.087, -2.754, 0.609], [-0.119, -4.067, 1.188], [-1.306, -4.805, 1.230], [-1.327, -6.072, 1.789], [-0.166, -6.628, 2.312], [1.016, -5.903, 2.276], [1.042, -4.632, 1.722], [-2.207, -4.370, 0.818], [-2.254, -6.631, 1.814], [-0.184, -7.620, 2.745], [1.925, -6.328, 2.683], [1.963, -4.063, 1.702], [4.538, 1.102, -0.507], [3.635, 1.942, -1.142], [2.284, 1.616, -1.188], [1.824, 0.447, -0.586], [2.735, -0.409, 0.029], [4.084, -0.077, 0.069], [5.589, 1.361, -0.469], [3.977, 2.859, -1.607], [1.585, 2.281, -1.684], [2.381, -1.323, 0.482], [4.782, -0.746, 0.557]],
  "forces_ev_per_angstrom": [[-0.8, -0.2, -0.3], [0.0, 0.0, 0.0], [-0.1, 0.0, 0.1], [0.0, 0.0, 0.0], [0.0, 0.1, 0.0], [0.4, -0.8, -0.1], [-0.8, 1.1, 0.3], [0.0, -0.1, -0.3], [0.3, 0.1, 0.1], [0.0, 0.0, 0.0], [0.0, 0.0, 0.0], [0.1, 0.0, -0.1], [0.0, 0.0, 0.1], [0.0, 0.0, 0.0], [0.0, 0.0, 0.0], [0.0, 0.0, 0.0], [0.0, 0.0, 0.0], [0.0, 0.0, 0.0], [0.0, 0.0, 0.0], [0.0, 0.0, 0.1], [0.0, 0.0, 0.0], [0.0, 0.0, 0.0], [0.0, 0.0, 0.0], [0.0, 0.0, 0.0], [0.0, 0.0, 0.0], [0.0, 0.0, 0.0], [0.0, 0.0, 0.0], [0.0, 0.0, 0.0], [0.0, 0.0, 0.0], [-0.1, 0.0, -0.1], [0.1, -0.5, 0.2], [0.0, 0.0, 0.1], [-0.1, 0.1, 0.0], [0.1, 0.0, -0.1], [0.0, 0.0, 0.0], [0.0, 0.0, 0.0], [0.0, 0.0, 0.0], [0.0, 0.0, 0.0], [0.0, 0.0, 0.0], [0.0, 0.0, 0.0], [-0.1, 0.0, 0.0], [0.1, 0.0, -0.1], [0.0, -0.1, 0.0], [0.0, 0.0, 0.0], [0.0, 0.0, 0.0], [0.0, 0.0, 0.0], [0.0, 0.0, 0.0], [0.0, 0.0, 0.0], [0.0, 0.0, 0.0], [1.3, 0.5, 0.0], [-0.5, 0.1, 0.0], [0.1, 0.0, -0.1], [0.0, 0.0, 0.0], [0.0, 0.0, 0.0], [0.0, 0.0, 0.0], [0.0, 0.0, 0.0], [0.0, 0.0, 0.0], [0.0, 0.0, 0.0], [0.0, 0.0, 0.0], [0.0, 0.0, 0.0], [0.0, 0.0, 0.0], [0.0, 0.0, 0.0], [0.0, 0.0, 0.0], [0.0, 0.1, 0.0], [0.0, -0.1, 0.0], [0.1, -0.3, 0.4], [0.0, 0.1, 0.0], [0.0, 0.0, 0.0], [0.0, 0.0, 0.0], [0.0, 0.0, 0.0], [0.0, 0.0, 0.0], [0.0, 0.0, 0.0], [0.0, 0.0, 0.0]],
  "lowdin_charge": [0.90, -0.01, -0.29, -0.04, -0.06, -0.02, -0.44, 0.02, -0.12, 0.36, -0.17, -0.18, -0.17, 0.08, 0.08, 0.07, 0.10, 0.11, 0.09, -0.01, 0.03, 0.03, 0.04, 0.02, 0.03, 0.00, 0.03, 0.03, -0.52, -0.50, 0.88, -0.47, -0.50, 0.88, -0.52, -0.52, 0.86, 0.08, 0.05, 0.09, 0.04, 0.08, 0.07, 0.05, 0.07, 0.08, 0.05, 0.06, 0.07, -0.16, -0.16, -0.28, -0.04, -0.09, -0.10, -0.09, -0.04, 0.11, 0.10, 0.10, 0.10, 0.11, -0.10, -0.09, -0.13, -0.33, -0.15, -0.09, 0.10, 0.10, 0.09, 0.06, 0.10]
}



> Number 3 is which compound?

C29H37N2RhS3Si



> Number 1 is which compound?

C29H37CaN7O6S2Si2